a) # C4H10N2O

An isolated molecule of C4H10N2O (ωB97M-V with the def2-TZVPD basis set, the OMol25 dataset).

Structure (ORCA input):
```
! wB97M-V def2-TZVPD RIJCOSX def2/J DEFGRID3
* xyz 0 1
C 0.8272 -1.1816 -1.1274
N 0.2469 -0.4744 -0.1536
C -0.8030 -1.1007 0.6637
C 0.8596 0.7581 0.4039
C -0.1372 1.6601 1.0664
N -1.2732 2.2850 0.3367
O 0.6096 -2.3167 -1.5089
H 1.4129 -0.5729 -1.8738
H -1.4484 -1.7444 0.0623
H -0.3337 -1.8683 1.3228
H -1.4172 -0.3667 1.1715
H 1.2774 1.4610 -0.3773
H 1.7397 0.4184 0.9572
H 0.4853 2.5114 1.3652
H -0.4781 1.3702 2.0721
H -1.6205 1.6713 -0.3911
H -2.0435 2.4748 0.9626
*
```

Orbital gap: 10.3 eV
LUMO energy: 0.748 eV

=====

b) # C4H10N2O

An isolated molecule of C4H10N2O (ωB97M-V with the def2-TZVPD basis set, the OMol25 dataset).

Structure (ORCA input):
```
! wB97M-V def2-TZVPD RIJCOSX def2/J DEFGRID3
* xyz 0 1
N -0.5405 2.6048 -0.6601
C 0.1608 1.4453 -0.1021
C -0.7133 0.2042 0.0102
N -0.2057 -0.8289 0.7783
C 1.1511 -1.2805 0.8809
C 1.5690 -2.2911 -0.1840
O -1.8215 0.1342 -0.4701
H -0.2764 2.6548 -1.6351
H -1.5204 2.3388 -0.7183
H 1.0445 1.1066 -0.6547
H 0.5175 1.7024 0.8950
H -0.8954 -1.3216 1.3186
H 1.3084 -1.7311 1.8630
H 1.8706 -0.4524 0.8574
H 2.0417 -1.8076 -1.0420
H 0.7316 -2.8280 -0.6475
H 2.3007 -3.0149 0.1578
*
```

Orbital gap: 10.5 eV
LUMO energy: 0.878 eV

=====

In terms of stability, b) leads; the second structure lies 0.853 eV higher.

=====

a) # C4H10N2O

A cluster of 2 separate species, C4H10N2O in total (ωB97M-V with the def2-TZVPD basis set, the OMol25 dataset).

Structure (ORCA input):
```
! wB97M-V def2-TZVPD RIJCOSX def2/J DEFGRID3
* xyz 0 1
C -1.2352 -0.5958 -1.1926
N -0.3894 2.0149 -0.2733
C -0.2639 0.9117 0.6214
C -1.1727 -0.2589 0.2946
H -0.1042 1.7743 -1.2152
H 0.1365 2.8222 0.0388
H -0.4390 1.2582 1.6419
H -2.1733 -0.0478 0.6694
H -1.8272 -1.4975 -1.3417
H -0.2320 -0.7882 -1.5757
H -1.7034 0.2087 -1.7593
N 1.7093 -1.7316 0.5231
C 2.3694 -0.7504 0.7955
O 3.2253 0.0133 1.0351
H -0.7278 -1.1248 0.8188
H 1.9721 -2.6579 0.2552
H 0.8554 0.4496 0.6639
*
```

Orbital gap: 9.6 eV
LUMO energy: 0.597 eV

=====

b) # C4H10N2O

An isolated molecule of C4H10N2O (ωB97M-V with the def2-TZVPD basis set, the OMol25 dataset).

Structure (ORCA input):
```
! wB97M-V def2-TZVPD RIJCOSX def2/J DEFGRID3
* xyz 0 1
N -0.8362 -0.1411 1.5501
C -0.4364 0.7275 0.4315
C -1.5677 1.6309 -0.1012
C 0.0828 -0.1384 -0.7157
N 1.2684 -0.8367 -0.5501
C 1.9281 -1.0728 0.7449
O -0.4137 -0.1750 -1.8323
H -1.4423 0.3315 2.2046
H -1.2008 -1.0195 1.2147
H 0.3802 1.3934 0.7418
H -1.9494 1.1956 -1.0326
H -1.1384 2.5786 -0.4498
H -2.3024 1.7673 0.6898
H 1.4125 -1.4589 -1.3270
H 1.3240 -0.8262 1.6092
H 2.2707 -2.0899 0.9076
H 2.7817 -0.3802 0.6737
*
```

Orbital gap: 10.4 eV
LUMO energy: 0.965 eV

=====

c) # C4H10N2O

A structure of composition C4H10N2O (ωB97M-V with the def2-TZVPD basis set, the OMol25 dataset).

Structure (ORCA input):
```
! wB97M-V def2-TZVPD RIJCOSX def2/J DEFGRID3
* xyz 0 1
C -0.1357 -1.6812 0.2202
C -1.0452 -0.7649 -0.2778
C -2.2308 -0.5969 -0.8350
H -0.4901 0.4581 -0.1543
H -0.2804 -2.0738 1.2222
H 0.4039 -2.3215 -0.4717
H 0.9878 -0.6437 0.6088
H -2.8828 -1.4448 -1.0221
H -2.6056 0.3810 -1.1167
N 1.2191 1.4642 -1.2099
C 0.6074 1.2431 0.0513
O 0.8407 0.6023 2.2210
N 1.3406 0.4356 0.8791
H 1.6418 0.5312 2.7528
H 1.9223 0.7681 -1.4218
H 0.5563 1.5362 -1.9703
H 0.1506 2.1067 0.5241
*
```

Orbital gap: 9.0 eV
LUMO energy: 0.879 eV

=====

d) # C4H10N2O

An isolated molecule of C4H10N2O (ωB97M-V with the def2-TZVPD basis set, the OMol25 dataset).

Structure (ORCA input):
```
! wB97M-V def2-TZVPD RIJCOSX def2/J DEFGRID3
* xyz 0 1
C -1.2278 -0.0940 1.0829
N -0.6104 0.1477 -0.1558
C -0.9213 1.6035 -0.3192
C 0.8515 0.1016 0.1063
C 1.6398 -1.2137 -0.2617
N 0.9068 -1.7607 -1.2036
O 2.7573 -1.5061 0.0639
H -1.0107 -1.1398 1.3226
H -2.3598 -0.1149 0.9649
H -0.9124 0.4637 1.9225
H -1.1872 1.8029 -1.3464
H -1.5773 2.1129 0.4317
H -0.1179 2.3296 -0.3140
H 1.4562 0.9314 -0.1893
H 1.0733 0.1306 1.1871
H 1.2665 -2.4890 -1.8238
H -0.0265 -1.3057 -1.4682
*
```

Orbital gap: 10.3 eV
LUMO energy: 0.875 eV

=====

In terms of stability, b) leads; the second structure lies 0.638 eV higher.

=====

a) # C2H7N2O

The ion C2H7N2O with charge -1 (ωB97M-V with the def2-TZVPD basis set, the OMol25 dataset).

Structure (ORCA input):
```
! wB97M-V def2-TZVPD RIJCOSX def2/J DEFGRID3
* xyz -1 1
C 0.7868 1.0248 -0.0353
C 0.2962 -1.3104 -0.1732
N -1.3801 0.0702 0.7884
N 0.0819 -0.0875 0.5639
O -2.0847 0.2174 -0.7283
H 0.6600 1.9280 0.6114
H 1.9367 0.9251 0.0039
H 0.4535 1.1121 -1.1882
H -0.7262 -1.3168 -0.8498
H 1.1513 -1.3634 -0.7838
H 0.3874 -2.1082 0.4280
H -1.5627 0.9088 1.3629
*
```

Orbital gap: 6.7 eV
LUMO energy: 4.474 eV

=====

b) # C2H7N2O

A cluster of 2 separate species, C2H7N2O in total (ωB97M-V with the def2-TZVPD basis set, the OMol25 dataset).

Structure (ORCA input):
```
! wB97M-V def2-TZVPD RIJCOSX def2/J DEFGRID3
* xyz -1 1
C 1.6103 1.0778 0.5115
O 1.7028 0.3631 -0.6963
H 1.2212 0.5872 1.4206
H 1.0683 2.0076 0.3616
H 2.6407 1.2502 0.8421
N -2.1869 -0.4942 -0.9535
C -1.0227 -1.2364 -0.5190
N -0.9196 -1.2223 0.7759
H -2.0555 0.1150 -1.7293
H -2.8792 -0.4597 -0.2188
H 0.9168 -0.2048 -0.7892
H -0.0961 -1.7834 0.9945
*
```

Orbital gap: 6.2 eV
LUMO energy: 4.260 eV

=====

In terms of stability, b) leads; the second structure lies 3.124 eV higher.

=====

a) # C10H15NO

A cluster of 2 separate species, C10H15NO in total (ωB97M-V with the def2-TZVPD basis set, the OMol25 dataset).

Structure (ORCA input):
```
! wB97M-V def2-TZVPD RIJCOSX def2/J DEFGRID3
* xyz 0 1
C -0.7509 -1.4466 3.2001
C -0.5779 -0.9328 -0.5447
C -0.3610 -2.2209 -0.9234
C -0.6650 -0.6106 0.8403
C -0.7494 -1.6831 1.7371
C -0.3926 -3.2635 -0.0313
C -0.7064 -2.9820 1.2809
H -0.8713 -0.2687 -1.3307
H -0.0843 -2.5120 -1.9850
H -1.0007 0.2887 1.2561
H -0.3203 -4.3272 -0.3989
H -1.8748 -1.4963 3.3201
H -0.2352 -0.4438 3.4349
H -0.8481 -3.8747 1.9939
H -0.2134 -2.0944 3.8684
C -0.0934 2.8157 -0.6348
C -0.9879 2.4952 -1.8894
C 1.3069 2.2312 -0.9742
O 1.4291 1.5880 -1.9714
N 2.3533 2.3779 0.0365
H 0.1066 3.8294 -0.5135
H -0.6545 2.5619 0.2163
H -1.3810 1.5942 -1.8194
H -0.3335 2.5769 -2.8534
H 3.1684 2.0712 -0.3310
H 2.2702 3.0853 0.6307
H -1.7682 3.2439 -2.3360
*
```

Orbital gap: 9.7 eV
LUMO energy: 0.879 eV

=====

b) # C10H15NO

A cluster of 2 separate species, C10H15NO in total (ωB97M-V with the def2-TZVPD basis set, the OMol25 dataset).

Structure (ORCA input):
```
! wB97M-V def2-TZVPD RIJCOSX def2/J DEFGRID3
* xyz 0 1
C -2.6494 0.0624 2.4876
C -2.0449 1.3578 3.0385
C -1.9617 -0.5429 1.2277
O -2.4846 -1.4716 0.6641
N -0.7996 0.0271 0.7467
H -2.3770 -0.8710 3.1296
H -3.7300 -0.0533 2.3313
H -1.8270 1.2677 4.0979
H -0.3157 -0.3185 0.0495
H -0.3965 0.6827 1.3525
H -2.7177 2.2307 2.7519
H -1.1655 1.7787 2.6548
C 3.2858 -1.4070 -1.2353
C 1.0987 -1.1903 -2.2433
C 2.0871 -0.6579 -1.4257
C -0.0473 -0.5163 -2.3738
C 1.9263 0.6662 -0.8860
C -0.2503 0.9084 -2.0610
C 0.8277 1.4227 -1.3757
H 1.3069 -2.2417 -2.6934
H -0.8439 -0.9940 -2.9654
H 2.9062 -2.3923 -0.7464
H 4.0793 -1.0637 -0.5653
H 2.7583 1.2087 -0.4023
H -1.2763 1.3664 -2.1670
H 0.8346 2.5038 -1.2617
H 3.7764 -1.7627 -2.1298
*
```

Orbital gap: 9.6 eV
LUMO energy: 0.761 eV

=====

c) # C10H15NO

A cluster of 2 separate species, C10H15NO in total (ωB97M-V with the def2-TZVPD basis set, the OMol25 dataset).

Structure (ORCA input):
```
! wB97M-V def2-TZVPD RIJCOSX def2/J DEFGRID3
* xyz 0 1
C -0.7434 2.8862 2.0194
C -0.0143 1.7473 2.8318
C -0.7756 2.8014 0.5193
O -1.4750 3.5682 -0.1175
N 0.2796 2.1793 -0.0820
H -1.6944 3.1255 2.4849
H -0.1233 3.7358 2.3052
H -0.7812 1.2542 3.4220
H 0.8019 2.1721 3.3907
H 0.2732 2.3101 -1.0767
H 0.8317 1.4654 0.3519
H 0.2291 0.9426 2.1590
C -1.9309 -1.6138 -0.6318
C 1.4227 -1.0464 -2.3206
C 0.0979 -0.9033 -1.9221
C 2.2001 -2.0002 -1.6775
C -0.4558 -1.7967 -1.0145
C 1.6406 -2.9147 -0.7909
C 0.2626 -2.9325 -0.6271
H 1.9507 -0.5191 -3.1039
H -0.5589 -0.0997 -2.2366
H 3.2785 -2.0366 -1.7779
H 2.1908 -3.7043 -0.3147
H -2.1612 -2.1212 0.3078
H -2.3713 -2.0824 -1.5047
H -0.3151 -3.8052 -0.3581
H -2.0590 -0.6120 -0.2355
*
```

Orbital gap: 9.8 eV
LUMO energy: 0.724 eV

=====

In terms of stability, c) leads; the second structure lies 0.660 eV higher.

=====

a) # C5H11NO

An isolated molecule of C5H11NO (ωB97M-V with the def2-TZVPD basis set, the OMol25 dataset).

Structure (ORCA input):
```
! wB97M-V def2-TZVPD RIJCOSX def2/J DEFGRID3
* xyz 0 1
C 0.1661 1.8135 -0.1076
C -0.1322 0.4043 -0.6175
C 1.0250 -0.1280 -1.4528
N -0.5267 -0.5143 0.4623
C 0.3715 -1.4904 1.0505
C -1.7782 -0.3746 0.9712
O -2.5875 0.4638 0.6196
H 1.0389 1.8273 0.5544
H 0.3789 2.4753 -0.9546
H -0.6984 2.2166 0.4224
H -1.0146 0.4770 -1.2618
H 0.8475 -1.1477 -1.8082
H 1.1370 0.5180 -2.3281
H 1.9740 -0.1115 -0.9046
H 1.0214 -1.9137 0.2844
H 1.0055 -1.0811 1.8497
H -0.2272 -2.3059 1.4698
H -2.0009 -1.1287 1.7508
*
```

Orbital gap: 10.1 eV
LUMO energy: 0.871 eV

=====

b) # C5H11NO

An isolated molecule of C5H11NO (ωB97M-V with the def2-TZVPD basis set, the OMol25 dataset).

Structure (ORCA input):
```
! wB97M-V def2-TZVPD RIJCOSX def2/J DEFGRID3
* xyz 0 1
C -2.1099 -0.4674 -0.7117
C -1.4944 0.7785 -0.0926
C -0.5709 0.4529 1.1053
N 0.5503 -0.3845 0.8086
C 1.6988 0.2455 0.3778
O 1.9167 1.4093 0.6831
C 2.5796 -0.5234 -0.5435
H -2.8415 -0.2173 -1.4856
H -1.3316 -1.0895 -1.1678
H -2.6192 -1.0577 0.0592
H -0.9820 1.3755 -0.8641
H -2.2958 1.4220 0.2949
H -0.1303 1.3956 1.4402
H -1.1431 -0.0011 1.9076
H 0.4186 -1.3504 0.5131
H 2.5231 0.0146 -1.4956
H 2.2376 -1.5521 -0.6676
H 3.5939 -0.4503 -0.1615
*
```

Orbital gap: 10.4 eV
LUMO energy: 0.886 eV

=====

In terms of stability, b) leads; the second structure lies 0.271 eV higher.